No. 1
A cluster of 4 separate species, C18H39N2O7 in total in a non-equilibrium geometry. Source: OMol25; level of theory: ωB97M-V/def2-TZVPD.

Properties
total charge = +1
strongest force on any atom = 1.91 eV/Å
LUMO level = -1.9 eV
energy above the lowest of the compared OMol25 structures with the same formula, charge and spin = 1.9 kJ/mol

Atoms and positions in Å:
O: -0.31 -0.04 -0.66
H: 0.41 0.02 -1.39
H: 0.11 -0.18 0.28
H: -1.03 -0.70 -0.90
C: 1.71 2.54 -2.24
O: 1.71 1.12 -2.19
C: 1.80 0.57 -3.49
C: 1.85 -0.95 -3.39
N: 0.49 -1.41 -3.01
C: 0.39 -2.81 -2.58
C: -1.07 -3.19 -2.33
O: -1.69 -2.35 -1.39
C: -2.94 -2.87 -0.93
H: 2.57 2.93 -2.77
H: 1.67 2.95 -1.23
H: 0.81 2.91 -2.76
H: 2.73 0.91 -3.98
H: 0.97 0.89 -4.14
H: 2.60 -1.20 -2.64
H: 2.18 -1.42 -4.33
H: -0.08 -1.25 -3.84
H: 0.92 -2.89 -1.63
H: 0.80 -3.49 -3.33
H: -1.13 -4.20 -1.90
H: -1.59 -3.27 -3.30
H: -2.80 -3.81 -0.38
H: -3.56 -3.13 -1.80
H: -3.42 -2.13 -0.30
C: -1.95 -2.72 3.78
O: -0.90 -1.86 3.59
C: -1.27 -0.80 2.78
C: -0.10 0.15 2.67
N: 0.92 -0.40 1.72
C: 2.03 0.56 1.55
C: 3.10 -0.08 0.65
O: 3.99 -0.87 1.41
C: 4.08 -2.21 0.96
H: -2.51 -2.46 4.68
H: -1.58 -3.74 3.93
H: -2.65 -2.78 2.94
H: -2.09 -0.18 3.19
H: -1.63 -1.16 1.80
H: 0.32 0.30 3.66
H: -0.42 1.07 2.17
H: 1.35 -1.23 2.12
H: 2.61 0.77 2.46
H: 1.72 1.46 1.03
H: 3.68 0.72 0.18
H: 2.63 -0.60 -0.19
H: 4.41 -2.33 -0.08
H: 3.20 -2.82 1.17
H: 4.93 -2.66 1.50
C: -1.88 3.16 -0.47
C: -1.34 4.38 -0.11
C: -1.35 4.80 1.21
C: -1.94 4.00 2.17
C: -2.51 2.79 1.81
C: -2.43 2.36 0.50
O: -2.90 1.14 0.12
O: -0.84 6.02 1.57
H: -1.78 2.82 -1.49
H: -0.85 5.03 -0.83
H: -1.95 4.30 3.21
H: -3.02 2.16 2.53
H: -3.60 0.80 0.70
H: -1.56 6.54 1.94

No. 2
A cluster of 8 separate species, C18H39NO31S8 in total in a non-equilibrium geometry. Source: OMol25; level of theory: ωB97M-V/def2-TZVPD.

Properties
strongest force on any atom = 2.47 eV/Å
LUMO level = 0.3 eV

Atoms and positions in Å:
C: 2.34 -2.20 1.49
C: 1.80 -1.76 0.12
O: 1.48 -2.97 -0.63
S: -0.11 -3.02 -1.02
O: -0.13 -3.67 -2.31
O: -0.85 -4.08 -0.04
C: -1.77 -3.47 0.91
N: -2.74 -2.57 0.34
C: -2.50 -1.16 0.65
H: 1.69 -2.98 1.88
H: 2.38 -1.32 2.14
H: 3.34 -2.62 1.30
H: 2.58 -1.22 -0.42
H: 0.92 -1.11 0.21
H: -1.26 -2.99 1.75
H: -2.31 -4.32 1.35
H: -2.90 -2.74 -0.64
H: -1.44 -0.87 0.67
H: -3.02 -0.51 -0.05
H: -2.89 -0.97 1.66
C: 6.12 -0.99 5.72
C: 6.38 -1.12 4.23
O: 5.13 -1.55 3.68
S: 3.92 -0.92 4.55
O: 3.46 0.24 3.89
O: 3.06 -1.98 4.94
O: 4.80 -0.47 5.82
H: 6.14 -1.97 6.21
H: 6.83 -0.33 6.21
H: 7.17 -1.84 4.00
H: 6.63 -0.15 3.79
C: 2.50 -2.37 -4.76
C: 1.06 -1.94 -4.61
O: 1.12 -0.50 -4.65
S: 2.31 -0.04 -5.61
O: 1.77 0.27 -6.89
O: 3.13 0.88 -4.91
O: 3.06 -1.45 -5.71
H: 3.05 -2.27 -3.82
H: 2.59 -3.39 -5.13
H: 0.62 -2.28 -3.68
H: 0.45 -2.28 -5.45
C: -6.63 -5.15 -1.08
C: -6.38 -5.60 -2.50
O: -5.97 -4.41 -3.19
S: -5.16 -3.47 -2.18
O: -3.77 -3.69 -2.37
O: -5.73 -2.17 -2.22
O: -5.60 -4.19 -0.82
H: -7.60 -4.64 -0.99
H: -6.58 -5.97 -0.37
H: -7.27 -6.02 -2.97
H: -5.57 -6.33 -2.55
C: -9.96 -5.41 -6.32
C: -11.02 -6.49 -6.35
O: -10.84 -7.20 -5.12
S: -10.35 -6.18 -3.99
O: -11.46 -5.77 -3.21
O: -9.17 -6.72 -3.38
O: -9.92 -4.98 -4.95
H: -8.98 -5.80 -6.58
H: -10.20 -4.57 -6.97
H: -10.90 -7.16 -7.20
H: -12.03 -6.07 -6.36
C: 2.45 4.87 6.62
C: 3.33 3.97 7.46
O: 2.94 2.65 7.10
S: 2.49 2.62 5.56
O: 3.57 2.16 4.77
O: 1.20 2.03 5.48
O: 2.35 4.21 5.36
H: 1.45 4.96 7.05
H: 2.88 5.87 6.50
H: 3.20 4.14 8.53
H: 4.39 4.09 7.20
C: 3.12 3.87 -6.29
C: 3.36 3.34 -7.68
O: 3.83 4.48 -8.42
S: 4.66 5.44 -7.44
O: 6.05 5.17 -7.60
O: 4.14 6.76 -7.55
O: 4.18 4.80 -6.05
H: 2.17 4.41 -6.23
H: 3.13 3.08 -5.54
H: 2.47 2.93 -8.14
H: 4.15 2.58 -7.69
C: 3.84 9.24 6.59
C: 2.67 10.19 6.79
O: 1.81 9.52 7.71
S: 2.69 8.64 8.72
O: 2.88 9.37 9.92
O: 2.18 7.32 8.72
O: 4.06 8.68 7.89
H: 3.58 8.43 5.91
H: 4.73 9.75 6.24
H: 2.15 10.40 5.86
H: 3.00 11.13 7.24

No. 3
A cluster of 18 separate species, C18H3Cl68O5S in total. Source: OMol25; level of theory: ωB97M-V/def2-TZVPD.

Properties
total charge = -1
strongest force on any atom = 0.63 eV/Å
LUMO level = 1.1 eV

Atoms and positions in Å:
O: -2.49 1.14 1.49
S: -2.36 -0.26 1.12
O: -2.57 -1.18 2.24
O: -3.07 -0.64 -0.11
C: -0.64 -0.59 0.71
O: 0.18 -0.60 1.86
O: 0.55 -1.93 2.17
H: -0.63 -1.58 0.27
H: -0.24 0.11 -0.02
H: -0.28 -2.40 2.37
C: -1.87 -4.86 3.99
Cl: -1.84 -4.12 2.39
Cl: -1.07 -3.82 5.17
Cl: -3.55 -5.09 4.49
Cl: -1.06 -6.44 3.94
C: -2.98 -1.03 -3.95
Cl: -1.61 -0.87 -2.86
Cl: -4.46 -1.20 -3.03
Cl: -3.07 0.42 -4.97
Cl: -2.76 -2.45 -4.99
C: -4.78 3.02 -8.46
Cl: -5.92 4.30 -8.03
Cl: -3.38 3.73 -9.27
Cl: -4.25 2.18 -7.00
Cl: -5.57 1.88 -9.55
C: -0.84 0.44 5.82
Cl: 0.64 -0.31 5.20
Cl: -0.48 1.27 7.35
Cl: -1.45 1.58 4.64
Cl: -2.05 -0.81 6.10
C: -6.48 -5.32 7.45
Cl: -6.92 -6.82 8.27
Cl: -7.54 -4.00 7.97
Cl: -4.82 -4.90 7.84
Cl: -6.66 -5.53 5.71
C: -0.23 3.89 -0.72
Cl: -0.49 2.35 -1.53
Cl: -0.27 5.21 -1.90
Cl: -1.46 4.14 0.51
Cl: 1.37 3.82 0.04
C: -11.16 -6.07 10.21
Cl: -10.70 -7.77 10.35
Cl: -11.47 -5.41 11.82
Cl: -9.85 -5.17 9.44
Cl: -12.63 -5.93 9.24
C: 1.56 -2.85 -5.74
Cl: 0.39 -1.61 -5.32
Cl: 2.96 -2.13 -6.55
Cl: 2.09 -3.68 -4.28
Cl: 0.80 -4.02 -6.84
C: 4.49 0.72 -1.12
Cl: 4.60 -0.79 -0.22
Cl: 5.32 2.00 -0.22
Cl: 5.26 0.50 -2.70
Cl: 2.81 1.18 -1.31
C: 5.50 -0.77 4.29
Cl: 5.55 -0.01 2.69
Cl: 6.30 0.30 5.46
Cl: 3.83 -1.04 4.75
Cl: 6.36 -2.31 4.23
C: 5.96 5.73 -1.99
Cl: 6.36 4.76 -3.41
Cl: 4.30 5.39 -1.50
Cl: 7.06 5.36 -0.65
Cl: 6.11 7.45 -2.40
C: 9.35 1.45 -1.44
Cl: 8.14 0.21 -1.13
Cl: 9.85 2.18 0.09
Cl: 10.76 0.71 -2.23
Cl: 8.67 2.69 -2.49
C: -5.06 6.81 -11.42
Cl: -5.56 8.28 -12.26
Cl: -6.47 5.79 -11.12
Cl: -3.90 5.92 -12.42
Cl: -4.30 7.25 -9.89
C: 9.50 2.76 4.06
Cl: 8.97 3.23 5.68
Cl: 11.01 1.85 4.18
Cl: 8.26 1.76 3.31
Cl: 9.76 4.22 3.09
C: 9.28 -5.66 4.67
Cl: 10.25 -4.19 4.57
Cl: 9.12 -6.14 6.36
Cl: 7.68 -5.37 3.99
Cl: 10.08 -6.96 3.77
C: -9.03 -0.27 6.11
Cl: -8.58 1.41 6.41
Cl: -7.74 -1.08 5.23
Cl: -9.29 -1.08 7.67
Cl: -10.53 -0.32 5.17
C: -0.93 3.59 -14.19
Cl: -1.52 3.84 -12.55
Cl: 0.67 2.84 -14.13
Cl: -2.05 2.54 -15.07
Cl: -0.81 5.15 -15.02

No. 4
A structure of composition C18H40As5CuF30N2 in a non-equilibrium geometry. Source: OMol25; level of theory: ωB97M-V/def2-TZVPD.

Properties
total charge = -1
<S²> = 0.751
strongest force on any atom = 4.32 eV/Å
LUMO level (alpha / beta) = 1.1 / -1.4 eV
multiplicity = 2

Atoms and positions in Å:
Cu: 11.12 10.39 15.89
C: 16.21 5.78 15.73
C: 17.37 6.83 15.68
C: 17.21 8.03 16.58
C: 18.06 9.30 16.12
N: 18.07 10.49 17.16
C: 16.60 10.99 17.60
C: 16.24 12.05 16.51
C: 17.47 12.83 16.28
C: 18.58 11.74 16.45
C: 19.03 10.13 18.33
H: 15.26 6.14 15.33
H: 16.01 5.48 16.76
H: 16.56 4.90 15.20
H: 17.53 7.24 14.68
H: 18.21 6.23 16.02
H: 17.56 7.79 17.58
H: 16.14 8.21 16.69
H: 17.45 9.75 15.33
H: 19.05 9.04 15.75
H: 16.55 11.27 18.65
H: 15.98 10.09 17.53
H: 15.36 12.62 16.84
H: 15.90 11.59 15.59
H: 17.67 13.53 17.09
H: 17.35 13.38 15.35
H: 19.43 12.15 16.99
H: 18.84 11.40 15.45
H: 19.93 9.81 17.79
H: 18.67 9.29 18.92
H: 19.25 11.00 18.94
C: 14.71 7.43 10.95
C: 13.35 7.77 10.36
C: 13.29 9.15 9.64
N: 12.09 9.25 8.58
C: 10.76 8.93 9.30
C: 10.35 10.07 10.28
C: 10.43 11.43 9.57
C: 11.75 11.80 8.79
C: 12.16 10.66 7.86
C: 12.21 8.25 7.38
H: 15.09 8.28 11.50
H: 15.34 6.97 10.20
H: 14.68 6.60 11.65
H: 12.57 7.61 11.11
H: 13.08 6.97 9.67
H: 14.16 9.29 8.99
H: 13.29 10.03 10.28
H: 10.87 7.98 9.83
H: 9.95 8.90 8.56
H: 10.99 10.30 11.13
H: 9.32 9.85 10.53
H: 10.16 12.22 10.27
H: 9.59 11.36 8.88
H: 12.57 12.01 9.49
H: 11.61 12.66 8.14
H: 13.02 10.87 7.22
H: 11.33 10.56 7.16
H: 13.10 8.57 6.85
H: 11.30 8.16 6.78
H: 12.34 7.36 8.00
As: 13.61 8.75 14.50
F: 13.79 7.89 16.04
F: 13.70 7.24 13.47
F: 13.40 9.60 12.90
F: 13.40 10.29 15.42
F: 15.35 9.06 14.40
F: 11.88 8.57 14.67
As: 8.00 9.24 13.84
F: 9.38 9.49 15.04
F: 7.67 7.67 14.59
F: 6.64 8.92 12.67
F: 8.51 10.86 13.12
F: 9.03 8.52 12.63
F: 6.78 10.09 14.85
As: 11.93 13.16 13.43
F: 12.55 12.20 12.07
F: 13.39 12.76 14.44
F: 11.34 14.05 14.85
F: 10.49 13.46 12.44
F: 11.20 11.57 14.12
F: 12.67 14.69 12.94
As: 12.23 10.04 18.99
F: 13.09 10.92 20.33
F: 12.02 8.59 20.05
F: 11.43 9.11 17.65
F: 12.30 11.50 17.95
F: 13.88 9.56 18.42
F: 10.72 10.69 19.70
As: 8.46 12.73 17.39
F: 7.25 13.98 17.76
F: 7.05 11.68 16.83
F: 9.68 11.47 17.09
F: 9.73 13.80 18.11
F: 8.26 12.05 19.04
F: 8.75 13.44 15.77

No. 5
A cluster of 3 separate species, C18H40B3NO8S in total in a non-equilibrium geometry. Source: OMol25; level of theory: ωB97M-V/def2-TZVPD.

Properties
strongest force on any atom = 9.09 eV/Å
LUMO level = 0.1 eV
SMILES = CC(=O)OCB1OB(CCCS)OB(CC(=O)N(C)C)O1.CCOCC.CCOCC

Atoms and positions in Å:
C: -0.08 5.54 -6.49
C: -1.10 4.39 -5.83
O: -2.41 4.48 -6.06
O: -0.43 3.33 -5.05
C: -1.35 2.20 -4.80
B: -0.47 1.06 -3.97
O: 0.75 0.56 -4.62
B: 1.47 -0.42 -3.78
C: 3.12 -0.59 -3.70
C: 3.65 0.72 -2.80
C: 5.29 0.72 -2.75
S: 5.88 2.53 -2.62
O: 0.60 -1.29 -2.91
B: -0.06 -0.28 -2.01
C: 0.40 -0.27 -0.43
C: -0.84 -0.34 0.65
O: -2.13 -0.27 0.23
N: -0.44 -0.47 2.13
C: 0.68 0.49 2.48
C: 0.12 -1.86 2.42
O: -1.02 0.64 -2.66
H: -0.60 5.99 -7.44
H: 0.12 6.35 -5.64
H: 0.92 4.97 -6.71
H: -2.34 2.50 -4.27
H: -1.64 1.71 -5.83
H: 3.39 -1.53 -3.02
H: 3.64 -0.65 -4.75
H: 3.18 1.70 -3.25
H: 3.14 0.58 -1.73
H: 5.62 0.08 -1.80
H: 5.66 0.22 -3.75
H: 5.31 3.13 -1.46
H: 1.09 0.69 -0.28
H: 1.10 -1.20 -0.27
H: 1.68 -0.01 2.05
H: 0.82 0.61 3.65
H: 0.61 1.54 1.94
H: 0.63 -1.88 3.50
H: 0.93 -2.22 1.65
H: -0.80 -2.61 2.35
C: 1.92 -5.40 6.42
C: 2.69 -5.25 5.12
O: 2.91 -3.89 4.74
C: 3.66 -3.10 5.66
C: 5.05 -3.62 5.92
H: 0.95 -4.89 6.35
H: 1.74 -6.46 6.64
H: 2.45 -4.97 7.26
H: 2.11 -5.71 4.31
H: 3.64 -5.79 5.16
H: 3.10 -2.97 6.59
H: 3.73 -2.10 5.21
H: 5.04 -4.62 6.38
H: 5.59 -2.96 6.60
H: 5.62 -3.70 4.99
C: -4.70 1.41 0.97
C: -6.11 0.85 1.06
O: -7.12 1.85 0.94
C: -7.14 2.59 -0.28
C: -7.33 1.73 -1.52
H: -4.54 2.16 1.75
H: -3.97 0.60 1.11
H: -4.50 1.88 0.01
H: -6.25 0.38 2.04
H: -6.27 0.06 0.32
H: -6.23 3.20 -0.36
H: -7.97 3.30 -0.20
H: -6.52 1.01 -1.65
H: -7.37 2.36 -2.41
H: -8.27 1.17 -1.44

No. 6
A structure of composition C18H40BeOP2Si in a non-equilibrium geometry. Source: OMol25; level of theory: ωB97M-V/def2-TZVPD.

Properties
strongest force on any atom = 3.60 eV/Å
LUMO level = 0.5 eV
energy above the lowest of the compared OMol25 structures with the same formula, charge and spin = 0.0 kJ/mol

Atoms and positions in Å:
P: 1.50 -1.01 -1.17
P: 1.99 1.78 -0.36
C: 1.87 0.20 -2.58
C: 2.63 1.40 -2.06
H: 0.90 0.52 -3.01
H: 2.41 -0.37 -3.34
H: 3.71 1.20 -1.97
H: 2.48 2.28 -2.71
C: 0.41 2.68 -0.60
H: -0.05 2.85 0.39
H: -0.29 2.07 -1.19
H: 0.59 3.64 -1.11
C: 3.21 2.97 0.22
H: 3.22 3.88 -0.40
H: 4.20 2.50 0.24
H: 2.91 3.27 1.24
C: -0.05 -1.53 -2.01
H: -0.46 -2.41 -1.52
H: 0.17 -1.77 -3.07
H: -0.81 -0.72 -1.98
C: 2.55 -2.48 -1.51
H: 3.60 -2.21 -1.67
H: 2.15 -3.00 -2.39
H: 2.49 -3.14 -0.64
Be: 1.64 -0.01 0.53
C: -2.96 0.64 -1.38
C: -3.22 0.33 -2.66
C: -4.18 -0.68 -3.20
C: -4.52 -1.87 -2.26
C: -3.32 -2.59 -1.77
C: -2.62 -2.44 -0.63
C: -2.63 -1.26 0.30
C: -3.49 -0.04 -0.15
C: 3.37 -0.61 0.94
H: -2.41 1.56 -1.19
H: -2.82 1.03 -3.40
H: -3.76 -1.05 -4.15
H: -5.13 -0.19 -3.47
H: -5.14 -1.48 -1.45
H: -5.14 -2.59 -2.83
H: -3.01 -3.42 -2.41
H: -1.99 -3.27 -0.32
H: -1.60 -0.91 0.47
H: -3.00 -1.59 1.29
H: -4.56 -0.31 -0.21
H: -3.45 0.71 0.67
H: 4.14 -0.75 0.18
H: 3.17 -1.65 1.30
H: 3.79 -0.01 1.77
C: 2.37 0.30 4.48
Si: 0.80 0.56 3.44
C: -0.55 -0.51 4.17
C: 0.63 2.38 3.96
O: 0.84 0.35 1.84
H: 2.09 0.53 5.52
H: 3.16 1.00 4.17
H: 2.75 -0.72 4.43
H: -0.67 -0.26 5.24
H: -1.50 -0.37 3.66
H: -0.27 -1.57 4.09
H: 1.54 2.94 3.69
H: -0.23 2.88 3.52
H: 0.54 2.38 5.06

Question: Which of these has the lowest strongest force on any atom?
Answer: C18H3Cl68O5S

Question: Among the records above, which one has the lowest strongest force on any atom?
Answer: C18H3Cl68O5S

Question: Number 6 is which compound?
Answer: C18H40BeOP2Si